# 1
{"formula": "C25H49BrN4O2PtSi", "method": "ωB97M-V/def2-TZVPD", "de_lowest_kj_mol": 0.0, "e_homo_ev": -7.052, "lumo_energy_ev": 0.43, "e_tot_ha": -4334.40058, "species": ["Pt", "N", "C", "O", "C", "C", "H", "H", "H", "H", "H", "H", "C", "N", "C", "C", "C", "C", "C", "C", "C", "C", "H", "H", "H", "H", "H", "H", "H", "H", "H", "H", "H", "H", "C", "C", "C", "C", "Si", "Br", "C", "C", "C", "C", "C", "C", "C", "C", "H", "H", "H", "H", "H", "H", "H", "H", "H", "H", "H", "H", "H", "H", "H", "H", "H", "H", "H", "H", "H", "H", "H", "H", "H", "H", "H", "N", "C", "N", "O", "H", "H", "H", "H"], "xyz": [[-0.51748, 0.25851, 0.42572], [1.63394, -0.56899, 3.76883], [0.85365, -0.58079, 2.68359], [0.73555, 0.47704, 2.02250], [0.13082, -1.82800, 2.27355], [-1.16811, -1.33915, 1.61395], [2.07132, 0.29299, 4.04941], [1.68788, -1.37167, 4.36734], [0.04920, -2.52497, 3.11766], [0.75456, -2.30855, 1.51398], [-1.83530, -0.94807, 2.38980], [-1.68992, -2.12458, 1.06577], [-2.54946, 5.14730, 0.46642], [-2.72751, 3.71064, 0.52193], [-2.17650, 3.16613, 1.75039], [-2.24729, 3.01565, -0.67642], [-0.75069, 3.08643, -0.92992], [-0.25959, 4.19952, -1.61299], [1.10031, 4.37538, -1.83026], [1.98335, 3.42978, -1.33147], [1.49092, 2.31688, -0.65830], [0.12028, 2.08219, -0.45609], [-3.06338, 5.60165, 1.31593], [-2.99369, 5.54088, -0.45035], [-1.49458, 5.46098, 0.50070], [-2.70675, 3.60133, 2.60054], [-1.10088, 3.36723, 1.86908], [-2.31279, 2.08386, 1.76495], [-2.78890, 3.44192, -1.52804], [-2.55705, 1.97497, -0.56748], [-0.95750, 4.94312, -1.98655], [1.46142, 5.24219, -2.37023], [3.05107, 3.54977, -1.47792], [2.20284, 1.58679, -0.28212], [2.52651, -2.34270, -4.72488], [3.67082, -2.26383, -3.70165], [4.92548, -2.88384, -4.34006], [3.93244, -0.76453, -3.47705], [3.19196, -3.16985, -2.07828], [1.73300, -1.78374, -1.05291], [4.65064, -3.36140, -0.84350], [5.54550, -4.55609, -1.21411], [4.16653, -3.55064, 0.60421], [5.52447, -2.09702, -0.83336], [2.21231, -4.79688, -2.36575], [2.92448, -5.70879, -3.37918], [2.05649, -5.57755, -1.05092], [0.78411, -4.53444, -2.87306], [2.79127, -1.73368, -5.59543], [1.59259, -1.94902, -4.31793], [2.35338, -3.35774, -5.08152], [5.11439, -2.39787, -5.30287], [4.81697, -3.95371, -4.52962], [5.81409, -2.73705, -3.72569], [4.19902, -0.31209, -4.43812], [4.74805, -0.56617, -2.78519], [3.04430, -0.25403, -3.10410], [5.02577, -5.50827, -1.10559], [6.40890, -4.57950, -0.54109], [5.92833, -4.49324, -2.23472], [3.55373, -4.43907, 0.74233], [3.59596, -2.68710, 0.94780], [5.04356, -3.65065, 1.25275], [6.04694, -1.94220, -1.77679], [6.28653, -2.20148, -0.05412], [4.94023, -1.20284, -0.60723], [3.95040, -5.94249, -3.08758], [2.94755, -5.27238, -4.37808], [2.38043, -6.65619, -3.45261], [3.00671, -5.95131, -0.67059], [1.41437, -6.44597, -1.23000], [1.58258, -4.97234, -0.27519], [0.75709, -4.02555, -3.83428], [0.20778, -3.94331, -2.16126], [0.27782, -5.49777, -2.99633], [-0.71029, 0.55394, -2.87885], [-1.78549, 0.05251, -2.24435], [-2.95079, -0.03068, -2.92707], [-1.75085, -0.40094, -1.07763], [-0.87580, 1.20972, -3.62609], [0.03261, 0.83013, -2.23934], [-2.96537, 0.04436, -3.92795], [-3.70110, -0.52136, -2.47340]]}

# 2
{"formula": "C51H47CaCl3NO4P2S2", "method": "ωB97M-V/def2-TZVPD", "e_homo_ev": -9.935, "charge": 1, "lumo_energy_ev": -1.93, "e_tot_ha": -5864.54135, "species": ["Ca", "O", "S", "C", "C", "C", "C", "C", "C", "P", "C", "C", "C", "C", "C", "C", "C", "C", "C", "C", "C", "C", "C", "C", "C", "C", "C", "C", "P", "C", "C", "C", "C", "C", "C", "C", "C", "C", "C", "C", "C", "H", "H", "H", "H", "H", "H", "H", "H", "H", "H", "H", "H", "H", "H", "H", "H", "H", "H", "H", "H", "H", "H", "H", "H", "H", "H", "H", "H", "Cl", "C", "C", "C", "Cl", "C", "O", "C", "Cl", "C", "H", "H", "O", "C", "C", "C", "C", "C", "C", "N", "H", "H", "H", "H", "H", "H", "H", "C", "O", "H", "H", "H", "H", "C", "S", "C", "H", "H", "H", "H", "H", "H"], "xyz": [[1.40296, -0.00219, -1.25275], [-0.53755, 2.97365, 1.89717], [-0.44199, 1.48426, 1.79533], [-2.12430, 0.80535, 1.98186], [-2.90293, 1.14198, 3.11314], [-4.18073, 0.72918, 3.23236], [-4.73824, -0.02671, 2.19369], [-4.00792, -0.34824, 1.06670], [-2.67133, 0.11624, 0.93552], [-1.85204, -0.06660, -0.73053], [-2.50872, -1.71725, -1.17225], [-3.61894, -1.98718, -1.96654], [-4.02753, -3.29293, -2.23452], [-3.28331, -4.36247, -1.66291], [-2.19847, -4.09077, -0.86009], [-1.79423, -2.78496, -0.62005], [-2.73450, 1.03562, -1.86765], [-2.10481, 1.10992, -3.09892], [-2.78027, 1.68978, -4.15779], [-4.06616, 2.21911, -3.99593], [-4.66460, 2.13166, -2.77891], [-4.02342, 1.55614, -1.70213], [0.11818, 0.88083, 3.39891], [0.06972, 1.70548, 4.49358], [0.22999, 1.08810, 5.73877], [0.33842, -0.29346, 5.90018], [0.49417, -1.08029, 4.76520], [0.40146, -0.49512, 3.52750], [0.57709, -1.52749, 2.04252], [-0.36926, -2.98583, 2.50739], [0.17973, -4.28806, 2.42051], [-0.58309, -5.40250, 2.75140], [-1.92530, -5.20679, 3.16830], [-2.47695, -3.93926, 3.16707], [-1.68382, -2.85679, 2.89811], [2.34060, -2.03987, 1.88471], [2.68571, -2.36939, 0.57725], [3.97877, -2.76738, 0.24210], [4.92302, -2.81871, 1.24544], [4.60058, -2.45329, 2.57130], [3.31796, -2.04721, 2.88088], [-2.46358, 1.82906, 3.82343], [-4.75265, 0.99225, 4.11422], [-5.77414, -0.39165, 2.27594], [-4.50635, -0.82348, 0.25220], [-4.15888, -1.13660, -2.33583], [-4.84136, -3.44804, -2.91518], [-3.59673, -5.38965, -1.82356], [-1.63726, -4.89250, -0.41037], [-0.91842, -2.60110, -0.02588], [-1.13828, 0.63608, -3.20396], [-2.26198, 1.78438, -5.09324], [-4.50839, 2.69983, -4.87727], [-5.68625, 2.48101, -2.63716], [-4.54556, 1.55451, -0.73612], [-0.19711, 2.75245, 4.43526], [0.12153, 1.69659, 6.64278], [0.34539, -0.72211, 6.86768], [0.61912, -2.17060, 4.83703], [1.19364, -4.45936, 2.02963], [-0.13623, -6.38856, 2.77501], [-2.50270, -6.08113, 3.49966], [-3.51828, -3.77099, 3.42842], [-2.14394, -1.88111, 2.98133], [1.91353, -2.36916, -0.18386], [4.21374, -2.95086, -0.78186], [5.91402, -3.16952, 0.99816], [5.35297, -2.52584, 3.34684], [3.05128, -1.72464, 3.89289], [6.08625, 1.42595, -7.17738], [5.23922, 0.84757, -5.75918], [3.85807, 1.02218, -5.65647], [3.21538, 0.63909, -4.49393], [1.51145, 0.93411, -4.38606], [3.84652, 0.08150, -3.36296], [3.21667, -0.34642, -2.27200], [5.24294, -0.02438, -3.53932], [6.17488, -0.79180, -2.29563], [5.91608, 0.30437, -4.68056], [3.25226, 1.41786, -6.45627], [6.98429, 0.14853, -4.73759], [0.53047, 2.17337, -1.31805], [1.18522, 3.34140, -0.78894], [2.24140, 2.95345, 0.18337], [2.84405, 3.98088, 0.93281], [3.83618, 3.66891, 1.83607], [4.12228, 2.32652, 2.01440], [3.46037, 1.36644, 1.29639], [2.49981, 1.63816, 0.38811], [-0.40986, 2.32939, -1.18904], [0.45632, 3.90885, -0.24222], [1.59652, 3.97039, -1.58445], [2.56006, 4.97330, 0.79218], [4.28671, 4.49843, 2.39018], [4.81393, 1.96363, 2.74191], [3.67986, 0.32593, 1.44502], [0.44181, -2.66696, -3.64584], [1.16799, -2.19271, -2.49430], [0.76061, -3.68384, -3.92274], [0.57093, -2.05580, -4.56055], [-0.62268, -2.65817, -3.34664], [2.07561, -1.99896, -2.78921], [-2.49862, 4.99315, -2.20164], [-2.00789, 4.11773, -0.71127], [-1.35446, 5.47879, 0.27798], [-3.41758, 5.56107, -2.00649], [-2.66398, 4.25410, -3.00841], [-1.69602, 5.66487, -2.53398], [-0.52751, 5.89323, -0.25829], [-1.09765, 5.06731, 1.27341], [-2.17292, 6.20277, 0.37547]]}

# 3
{"formula": "C10H15N2O3", "method": "ωB97M-V/def2-TZVPD", "smiles": "CC1(C)N[C@@]12C(=O)OC(=O)[C@@]21[NH2+]C1(C)C", "de_lowest_kj_mol": 298.5, "e_homo_ev": -14.349, "charge": 1, "lumo_energy_ev": -3.38, "e_tot_ha": -724.94146, "species": ["C", "C", "C", "N", "C", "C", "O", "O", "C", "O", "C", "N", "C", "C", "C", "H", "H", "H", "H", "H", "H", "H", "H", "H", "H", "H", "H", "H", "H", "H"], "xyz": [[1.39774, 1.94759, 1.20257], [1.75716, 0.80705, 0.35643], [3.27620, 0.42448, 0.44291], [1.13612, 0.85615, -0.99080], [0.91149, -0.35251, -0.18502], [1.48273, -1.66621, -0.52380], [2.41666, -2.00595, -1.14987], [0.62192, -2.68496, 0.11202], [-0.48370, -2.18365, 0.48139], [-1.40037, -2.71981, 1.06318], [-0.52338, -0.66859, 0.15905], [-1.56800, -0.00919, 0.95433], [-1.82541, -0.25107, -0.44065], [-1.90968, 0.98717, -1.27988], [-3.02261, -1.15675, -0.61432], [2.26272, 2.61495, 1.45478], [1.02823, 1.70057, 2.18322], [0.74838, 2.62606, 0.74989], [3.41860, -0.49604, -0.05889], [3.77020, 0.35302, 1.47083], [3.87038, 1.31139, -0.11966], [1.76828, 0.53968, -1.73905], [-1.98651, -0.57351, 1.75502], [-1.39659, 0.92463, 1.26638], [-2.75171, 1.45420, -0.86664], [-2.14590, 0.67792, -2.33226], [-0.95530, 1.59823, -1.36442], [-3.71120, -0.67338, -0.04032], [-2.86723, -2.10676, -0.24276], [-3.31922, -1.27473, -1.70363]]}

# 4
{"formula": "C5H16NO", "method": "ωB97M-V/def2-TZVPD", "de_lowest_kj_mol": 290.5, "e_homo_ev": -14.544, "charge": 1, "lumo_energy_ev": -3.27, "e_tot_ha": -329.77020, "species": ["C", "C", "C", "C", "C", "N", "H", "H", "H", "H", "H", "H", "H", "H", "H", "H", "H", "H", "H", "H", "H", "H", "O"], "xyz": [[-2.50025, -0.93205, 0.24665], [-1.03104, -0.41255, 0.27876], [-0.90869, 0.97974, 0.97707], [0.28913, 1.87652, 0.45817], [1.74227, 1.37081, 0.51649], [-0.61197, -0.24190, -1.18650], [-2.51348, -1.97714, 0.15199], [-2.97584, -0.58229, 1.13245], [-2.95916, -0.27345, -0.52007], [-0.48164, -1.04431, 1.01539], [-0.83031, 0.85018, 2.13947], [-2.07154, 1.34047, 0.81881], [0.28244, 2.81723, 0.99701], [0.00747, 2.22217, -0.53301], [2.46172, 2.09281, 0.23341], [1.83864, 0.30849, 0.19413], [2.30811, 1.28598, 1.51736], [-0.93325, 0.68860, -1.53182], [0.49092, -0.22881, -0.96224], [-0.90259, -1.05225, -1.80158], [3.26901, -2.72954, -0.62543], [3.17752, -3.62136, -1.90525], [2.85251, -2.73735, -1.61125]]}